(1)
{
  "formula": "C26H34CrN3O4P2",
  "method": "ωB97M-V with the def2-TZVPD basis set",
  "species": ["Cr", "P", "P", "O", "O", "O", "O", "N", "N", "N", "C", "C", "C", "C", "C", "C", "C", "C", "C", "C", "C", "C", "C", "C", "C", "C", "C", "C", "C", "C", "C", "C", "C", "C", "C", "C", "H", "H", "H", "H", "H", "H", "H", "H", "H", "H", "H", "H", "H", "H", "H", "H", "H", "H", "H", "H", "H", "H", "H", "H", "H", "H", "H", "H", "H", "H", "H", "H", "H", "H"],
  "coordinates": [[-0.33062, -1.10772, -0.84454], [-2.17275, -1.72990, 0.57412], [1.52878, -1.23769, -2.49001], [1.66473, -0.52693, 1.32321], [-1.57641, 2.22436, -0.28708], [0.21704, -6.56832, 2.11611], [4.90435, -4.33880, 0.44515], [-1.06439, -2.63284, -2.06414], [0.07315, 0.64484, 0.16688], [1.39407, 1.78382, 1.56714], [-0.38412, 2.93217, 2.60241], [-2.13609, 2.34877, 4.14984], [-3.48423, -0.50786, 0.27373], [2.06618, 4.83019, -1.28297], [-2.26757, -4.42613, -3.81702], [-1.99529, -2.02969, 2.36120], [-0.26583, 3.70639, 4.88621], [1.75051, 3.72651, -0.48617], [-0.53034, 1.89313, 0.27749], [0.53787, 6.21528, -0.00842], [2.84932, -2.46606, -2.71167], [-2.09860, -3.44517, -1.59291], [-2.57770, -3.20814, -0.27119], [1.46820, 6.07571, -1.04049], [1.09408, 0.61662, 1.03784], [-1.48462, 3.06457, 5.15573], [-1.31920, -3.51080, -4.27999], [0.31650, 2.70536, 1.27170], [0.81414, 3.89562, 0.53335], [0.36789, -1.70399, -3.81757], [-0.69598, -2.68254, -3.35643], [0.21245, 5.12298, 0.79102], [2.29836, 0.34313, -2.94116], [-2.61841, -4.42859, -2.47643], [-1.57255, 2.26729, 2.87264], [0.29911, 3.62675, 3.61036], [1.10229, -1.14302, 0.72957], [2.83326, 0.28444, -3.90412], [-2.93631, -2.34659, 2.83919], [-3.08557, 1.84689, 4.32566], [-3.18981, -3.97224, 0.22358], [2.17719, 1.89741, 2.22057], [-1.01844, -3.44474, -5.32971], [0.25033, 4.27096, 5.66433], [-3.39330, -5.08575, -2.07297], [-1.64247, -1.11522, 2.86049], [0.97140, -2.16408, -4.60813], [-3.99512, -0.79625, -0.66194], [4.16693, -4.21732, -0.16178], [3.57617, -2.30304, -1.89594], [-2.95740, 0.45956, 0.13605], [-1.23982, -2.81578, 2.51286], [-1.92422, 3.12968, 6.15160], [1.28244, 4.07683, 3.41474], [3.01372, 0.59642, -2.13766], [1.53276, 1.13462, -2.98156], [0.64183, -5.82275, 2.54793], [0.83362, -6.64236, 1.35989], [-2.74594, -5.09851, -4.53370], [2.77511, 4.70692, -2.09981], [2.21787, 2.74954, -0.66109], [2.43865, -3.48430, -2.63501], [-2.05810, 1.67963, 2.09127], [3.36124, -2.36923, -3.68679], [4.84503, -3.53442, 1.01437], [-0.12981, -0.79124, -4.18334], [-0.51823, 5.18586, 1.59918], [-4.23533, -0.44504, 1.08307], [0.04269, 7.16316, 0.18885], [1.72532, 6.93764, -1.65757]],
  "multiplicity": 5,
  "e_above_lowest_kcal_mol": 82.5,
  "charge": 1,
  "homo_ev": [-9.15, -9.14],
  "gap_ev": [6.1, 5.8]
}

(2)
{
  "formula": "C50H62N5O",
  "method": "ωB97M-V with the def2-TZVPD basis set",
  "species": ["O", "N", "N", "N", "N", "N", "C", "C", "C", "C", "C", "C", "C", "C", "C", "C", "C", "C", "C", "C", "C", "C", "C", "C", "C", "C", "C", "C", "C", "C", "C", "C", "C", "C", "C", "C", "C", "C", "C", "C", "C", "C", "C", "C", "C", "C", "C", "C", "C", "C", "C", "C", "C", "C", "C", "C", "H", "H", "H", "H", "H", "H", "H", "H", "H", "H", "H", "H", "H", "H", "H", "H", "H", "H", "H", "H", "H", "H", "H", "H", "H", "H", "H", "H", "H", "H", "H", "H", "H", "H", "H", "H", "H", "H", "H", "H", "H", "H", "H", "H", "H", "H", "H", "H", "H", "H", "H", "H", "H", "H", "H", "H", "H", "H", "H", "H", "H", "H"],
  "coordinates": [[-1.18642, -0.15741, 3.08301], [0.00736, 3.16716, 3.04803], [-0.47239, -0.70408, -2.12011], [1.62562, -0.41662, -1.69390], [0.72302, -0.61007, -2.71132], [-2.01109, 2.48004, 3.53098], [0.97717, -0.28884, -0.43182], [-3.68445, -1.88588, -3.68864], [5.62520, -1.53435, 4.32854], [4.93503, -2.47212, 3.54151], [1.42957, 3.25950, 2.77946], [-2.19832, 1.42672, 6.18499], [-0.83185, 4.27048, 3.03729], [-3.90446, 1.89344, 1.47738], [-1.39805, -3.99170, -4.16393], [3.01729, -0.54410, -2.13178], [-5.45238, 0.23742, 4.56057], [-0.69698, 2.08199, 3.40772], [-3.56919, 0.51367, -3.82083], [2.67797, -3.14845, -2.38778], [-3.12539, 1.64239, 3.85863], [-4.11475, 1.40915, 2.88889], [-2.27381, 0.52755, -3.31814], [2.52485, -3.84270, -3.75642], [1.80782, -0.40522, 2.39957], [4.71111, -1.86524, -3.13612], [3.93223, 0.14181, 3.78425], [-5.27110, 0.69809, 3.24999], [3.02946, 2.82148, -3.84733], [-1.46413, 2.64691, -4.43400], [-1.67116, -3.23069, -2.86683], [-2.41099, -4.09292, -1.85009], [1.73314, 0.09530, 0.81239], [3.36502, -4.09975, -1.39653], [3.73583, -2.10236, 2.90071], [3.54050, 0.63234, -2.69611], [-2.09163, 2.68660, -1.99593], [4.77292, 0.53947, -3.31628], [-6.72139, -0.44757, 4.96891], [-4.42661, 0.45157, 5.49735], [1.15857, 0.55325, 3.32280], [-1.51233, 1.84414, -3.13152], [-0.34945, -0.51344, -0.73886], [3.23589, -0.78567, 2.96065], [-1.72505, -0.70298, -2.93642], [-2.08106, 3.85331, 3.29468], [-2.38735, -1.91933, -3.17150], [3.01501, 2.61387, -1.31350], [-1.55876, -0.82571, 0.02856], [-3.26414, 1.16715, 5.16682], [5.37219, -0.69750, -3.47782], [-4.27064, -0.66766, -3.98940], [2.73250, 1.92697, -2.64634], [5.09347, -0.24123, 4.49202], [3.47839, -1.83275, -2.50645], [-0.26784, 0.71262, 3.21622], [4.06048, 3.18970, -3.77670], [-1.98003, 2.49417, 6.29447], [2.42155, 3.53179, -1.20588], [-0.42808, 5.24736, 2.87821], [1.66980, -2.91256, -2.00798], [-4.74065, 1.55289, 0.84700], [-5.29360, -0.62157, -4.33940], [-3.00448, 4.40757, 3.34300], [-0.47953, 1.56638, -2.86616], [-1.90352, -1.83494, -0.31519], [4.37007, -4.38303, -1.74505], [-3.40479, -4.37129, -2.22643], [2.04669, 3.06508, 3.68408], [1.65228, 1.69941, -2.68418], [5.60716, 0.48264, 5.14731], [3.50842, -4.15518, -4.13895], [-7.22820, 0.10000, 5.77164], [-1.83187, -5.00616, -1.66816], [-2.97137, 1.48531, 1.04567], [-3.13798, 2.95960, -2.20240], [1.49595, 0.83803, 4.37552], [2.07275, -3.15887, -4.48677], [1.78628, 2.60213, 1.95718], [6.57311, -1.80960, 4.80956], [3.59984, 1.19324, 3.86467], [4.08507, 2.86404, -1.25985], [-4.23939, -2.80786, -3.83545], [1.89146, -4.74257, -3.70780], [1.71244, 1.26258, 0.88726], [-2.53584, -3.56431, -0.89778], [6.38553, -0.75396, -3.83868], [5.35705, -3.47848, 3.40884], [1.57189, 4.29430, 2.43353], [-2.57051, 1.05756, 7.14114], [1.11824, -1.32823, 2.33527], [-0.90330, 3.57725, -4.29259], [-0.97493, 2.07102, -5.22997], [-7.39494, -0.51229, 4.11411], [-2.47748, 2.91068, -4.76356], [2.34727, 3.68180, -3.89505], [-1.51215, 3.61169, -1.88524], [-0.70718, -2.93692, -2.42579], [-2.35052, -4.28770, -4.62769], [-1.32941, -0.86699, 1.10223], [-0.80186, -4.89172, -3.97425], [-6.52433, -1.45911, 5.33680], [-4.01790, 1.46327, -4.06857], [2.78474, -5.02267, -1.27326], [2.91490, 2.24614, -4.77588], [5.18554, -2.82239, -3.28062], [3.22969, -2.86161, 2.26938], [-6.03200, 0.50700, 2.48790], [2.84478, -0.07555, 0.57895], [2.79151, 1.94530, -0.46843], [-4.51884, 0.08865, 6.53107], [3.47128, -3.62402, -0.41179], [-2.06752, 2.14954, -1.03783], [-2.39640, -0.11144, -0.11508], [5.29791, 1.44236, -3.57955], [-3.85241, 2.99509, 1.41974], [-1.25879, 0.90443, 5.96549], [-0.84783, -3.35503, -4.86826]],
  "e_above_lowest_kcal_mol": 2.0,
  "charge": 1,
  "homo_ev": -8.63,
  "gap_ev": 6.0
}

(3)
{
  "formula": "C17H22I2N4O8",
  "method": "ωB97M-V with the def2-TZVPD basis set",
  "species": ["I", "I", "O", "O", "O", "O", "O", "O", "O", "O", "N", "N", "N", "N", "C", "C", "C", "C", "C", "C", "C", "C", "C", "C", "C", "C", "C", "C", "C", "C", "C", "H", "H", "H", "H", "H", "H", "H", "H", "H", "H", "H", "H", "H", "H", "H", "H", "H", "H", "H", "H", "H", "H"],
  "coordinates": [[2.87919, -0.95692, 4.57724], [-0.45321, 0.17287, 5.08292], [-4.83409, 0.02050, 1.03513], [-8.85074, -0.12202, -0.92019], [-4.92595, -2.07304, 1.29350], [-8.18844, -2.27801, -0.80624], [6.92210, 1.08209, -2.20589], [-10.26314, -1.85889, -1.22828], [7.67705, 1.54764, -4.28361], [8.85989, 2.17603, -2.59264], [-0.81845, 0.26838, -0.33980], [-4.57422, -1.09693, 1.83088], [-1.82128, 0.55393, 2.32191], [3.45142, -1.13048, 1.36440], [5.64419, -0.56510, 2.39602], [-3.99343, 1.12020, 1.42672], [-2.04471, 0.62026, -0.07717], [0.34596, -0.09501, 3.14443], [-6.85470, -1.82167, -0.52560], [-0.04085, 0.02077, 0.75553], [9.05751, 2.25790, -1.17980], [-2.53691, 0.74276, 1.24566], [-0.53874, 0.18142, 2.05376], [2.13223, -0.67279, 1.59413], [6.51540, 0.90764, -4.81471], [4.50424, -0.09470, 1.45734], [7.73848, 1.55485, -2.95323], [-9.07464, -1.30372, -0.97862], [-11.31658, -0.91799, -1.43450], [1.64449, -0.51464, 2.94045], [1.28692, -0.39454, 0.55305], [-6.47863, -1.22603, -1.35728], [8.25314, 2.82198, -0.71118], [5.61160, 1.41896, -4.48835], [4.09728, 0.86076, 1.78473], [-4.18459, 1.42788, 2.45265], [5.30028, -1.46681, 2.89560], [3.50825, -1.64971, 0.50124], [-2.71165, 0.81237, -0.91055], [-6.24118, -2.70152, -0.41396], [6.59012, 0.97162, -5.89637], [4.95439, 0.10073, 0.48136], [-11.10654, -0.28754, -2.29676], [5.85899, 0.15462, 3.18379], [1.63039, -0.50603, -0.46728], [6.48502, -0.13981, -4.52024], [-11.46560, -0.30598, -0.54663], [9.99669, 2.78110, -1.02534], [-6.84554, -1.24552, 0.38608], [9.12675, 1.26332, -0.74292], [-4.22473, 1.93513, 0.74458], [-12.21779, -1.49394, -1.62547], [6.53436, -0.85636, 1.83954]],
  "homo_ev": -8.64,
  "gap_ev": 8.0
}

| no. | E (eV) | strongest force on any atom (Eh/bohr) |
| --- | --- | --- |
| 1 | -87168.50161 | 0.0546 |
| 2 | -62345.49521 | 0.0837 |
| 3 | -56524.04135 | 0.0235 |